DFT (the ωB97M-V functional and the def2-TZVPD basis) results for a molecular structure, C40H29Br2IN5O5V.

```
83
Properties=species:S:1:pos:R:3:lowdin_charge:R:1
C 0.4073 -3.4462 2.8136 -0.02
C -2.3253 -1.8944 -0.5220 -0.12
H -4.4801 0.3768 -2.3848 0.08
N -1.3512 -0.9817 -0.8328 0.05
V -0.7299 0.0159 0.7930 1.04
C 4.3460 -2.1459 -3.2480 -0.06
N -2.7388 2.0486 -3.2165 0.11
C -0.6353 -1.7941 4.8027 -0.03
C 3.5097 -1.4165 -2.3665 -0.19
H 0.4659 4.0059 -4.2679 0.11
C 1.2696 3.6621 1.5867 -0.34
O 0.7508 0.6877 -0.0532 -0.21
N 0.4448 -1.4689 1.3296 -0.10
C -0.7268 3.2272 -2.6937 -0.17
C -4.2745 -3.6636 0.2914 -0.17
C 3.5855 -4.2166 -2.2887 -0.10
O -0.4305 0.0644 3.2289 -0.14
C -4.1027 0.9463 -1.5362 -0.01
N 0.1155 3.3515 0.8676 0.09
C 1.2185 4.4409 2.7552 -0.66
C -3.7296 -2.7444 1.2126 -0.59
C 2.5063 3.1202 1.2266 -0.01
H 4.9560 -1.5955 -3.9583 0.10
I -0.6074 5.2866 3.3258 0.85
H 5.0199 -4.0560 -3.9082 0.09
H 1.0681 3.8190 -0.8556 0.12
H 2.5503 2.4785 0.3535 0.09
C -1.6687 2.7759 -3.5857 -0.12
C -1.4455 -1.7400 -3.0849 -0.01
H -2.3649 0.3946 3.8886 0.10
C -0.8517 2.8934 -1.3324 -0.07
C -3.8670 -3.6767 -1.0062 -0.63
H -3.8986 0.2884 -0.6950 0.06
H -2.7624 -3.3431 -3.5523 0.08
C 2.5351 0.6673 -1.6101 -0.03
C -2.8722 -2.7794 -1.4670 -0.18
H -1.0682 -1.6294 -4.0923 0.11
C -1.3730 0.8366 3.9757 -0.05
C 1.8400 -1.4056 -0.5205 -0.18
C 0.3776 4.1159 -3.1916 -0.22
H 4.5792 2.9027 1.7021 0.10
Br -4.6619 -4.9203 -2.2073 0.74
C 0.1670 3.3933 -0.3950 -0.10
H -0.6726 -3.5528 6.0349 0.09
C 3.5660 4.1247 3.1426 -0.10
H -0.2594 5.5963 -2.0732 0.08
C -2.8706 1.7084 -1.9451 -0.27
C 2.3474 4.6768 3.5204 -0.17
H -0.2137 -0.1336 -2.3011 0.13
H 0.2449 -5.0254 4.2621 0.09
C -0.9495 -0.8933 -2.0740 -0.06
H 2.2762 5.2833 4.4139 0.08
N 1.3002 -2.1225 0.4976 0.10
H 1.3375 3.8360 -2.7571 0.10
C 4.3829 -3.5132 -3.2177 -0.11
H -4.8833 1.6429 -1.2128 0.09
C 0.1830 -2.1016 2.5496 -0.21
H -1.0435 -1.1608 5.5795 0.10
H 3.6061 -5.3004 -2.2739 0.09
H 2.1670 -4.0641 -0.6926 0.10
O -2.2477 -0.9135 1.6088 -0.17
H -1.3730 1.8318 3.5335 0.08
H 0.8063 -4.0609 2.0189 0.10
O -2.0255 1.5272 0.2572 -0.15
C 0.0939 -3.9693 4.0679 -0.10
C -2.7683 -1.8295 0.8455 -0.39
C -1.9068 2.0412 -0.9375 -0.30
C -2.3805 -2.6794 -2.7868 -0.02
H -1.0770 0.9079 5.0191 0.09
H -5.0344 -4.3607 0.6218 0.09
O 0.1223 5.5097 -2.9524 -0.05
H -1.5799 3.0093 -4.6429 0.10
Br -4.3278 -2.7387 3.0024 0.77
C 3.6380 3.3474 1.9967 -0.08
H 4.0591 0.5441 -3.1098 0.10
C 2.7186 -2.1230 -1.4271 -0.10
C -0.3271 -1.2803 3.5628 -0.23
C 3.4274 0.0003 -2.4136 -0.04
H 4.4472 4.2964 3.7468 0.10
C 1.6904 -0.0034 -0.7105 -0.31
C -0.4275 -3.1508 5.0574 -0.11
H 2.4261 1.7478 -1.6795 0.10
C 2.7809 -3.5360 -1.4120 -0.03
```

Values from the calculation:
**Multiplicity**: 4
**Highest occupied orbital energy (spin up / spin down)**: -0.1262 / -0.1806 Eh
**<S²>**: 3.802
**Charge**: -1
**HOMO-LUMO gap (spin up / spin down)**: 5.428 / 6.888 eV
**LUMO level (spin up / spin down)**: 1.995 / 1.974 eV
**Energy above the lowest of the compared OMol25 structures with the same formula, charge and spin**: 0.0 kcal/mol
**DFT total energy**: -8581.5788 hartree